w:
# C7H14

One molecule with the formula C7H14 (ωB97M-V/def2-TZVPD, OMol25).

CARTESIAN COORDINATES (ANGSTROEM)
C1 1.3780 2.3718 -2.3100
C2 1.4362 0.9833 -1.8643
C3 0.6197 0.5199 -0.8699
C4 0.7584 -0.8833 -0.2656
C5 -0.6753 -1.4167 0.1664
C6 -1.2977 -0.5681 1.1967
C7 -1.4619 -1.0498 2.6238
H1 1.6932 2.9448 -1.4250
H2 0.3506 2.5603 -2.6062
H3 1.9871 2.5451 -3.1982
H4 2.1495 0.2203 -2.2152
H5 -0.0117 1.2664 -0.2719
H6 1.0998 -0.5614 0.7281
H7 1.2542 -1.7183 -0.8658
H8 -1.3730 -1.8007 -0.5748
H9 -0.3919 -2.4091 0.6591
H10 -2.3014 -0.2034 0.9161
H11 -0.8683 0.4009 1.1550
H12 -0.5849 -1.6689 2.8736
H13 -1.3574 -0.0003 3.1598
H14 -2.4032 -1.5330 2.9882

Its total charge is 0. The SMILES is C/C=C/CCCC. The HOMO energy is -8.717 eV.

---

x:
# C7H14

A 2-piece molecular cluster, C7H14 overall (ωB97M-V/def2-TZVPD, OMol25).

CARTESIAN COORDINATES (ANGSTROEM)
C1 -1.3798 0.1160 -1.1296
C2 -1.1395 1.2490 0.0111
C3 -0.7976 0.4847 1.1966
C4 -0.3139 -0.8103 0.6875
C5 -1.3825 -1.2171 -0.3842
H1 -2.2511 0.4994 -1.8005
H2 -0.2616 0.2737 -1.5718
H3 -1.9572 1.8210 0.0232
H4 -0.3468 2.1004 -0.0893
H5 -1.4921 0.0579 1.9048
H6 -0.1124 1.1101 1.8563
H7 -0.3571 -1.5052 1.6353
H8 0.7742 -0.8008 0.3581
H9 -2.3675 -1.4662 0.0078
H10 -1.1787 -2.0235 -1.0524
C6 2.6722 -0.5005 -0.0093
C7 2.2978 0.6456 -0.4476
H11 2.8076 -0.7637 0.9738
H12 2.6117 -1.3965 -0.7322
H13 2.2327 1.3254 0.3905
H14 2.1582 0.9635 -1.4499

Its total charge is 0. The SMILES is C1CCCC1.C=C. The HOMO energy is -9.610 eV.

---

y:
# C7H14

One molecule with the formula C7H14 (ωB97M-V/def2-TZVPD, OMol25).

CARTESIAN COORDINATES (ANGSTROEM)
C1 1.4101 0.7864 0.7089
C2 0.3452 0.4842 -0.0094
C3 -0.8569 1.4403 -0.2284
C4 -0.4044 2.7224 -0.9204
C5 0.1484 -0.7806 -0.7373
C6 -0.5064 -1.5183 0.4552
C7 0.0397 -3.0456 0.6755
H1 2.2286 0.1487 0.8958
H2 1.4367 1.7549 1.1192
H3 -1.3100 1.7457 0.8491
H4 -1.8695 0.9288 -0.5306
H5 0.1388 2.5098 -1.8210
H6 -1.1655 3.4295 -1.1455
H7 0.3489 3.1175 -0.2645
H8 1.0569 -1.2470 -1.1280
H9 -0.5181 -0.5953 -1.6272
H10 -1.5325 -1.4850 0.0993
H11 -0.3740 -0.9365 1.4594
H12 0.9806 -2.7949 1.1710
H13 -0.0175 -3.5598 -0.2293
H14 -0.4576 -3.5490 1.4881

Its total charge is 0. The SMILES is C=C(CC)CCC. The HOMO energy is -8.718 eV.

---

z:
# C7H14

One molecule with the formula C7H14 (ωB97M-V/def2-TZVPD, OMol25).

CARTESIAN COORDINATES (ANGSTROEM)
C1 0.9547 -0.6720 1.4624
C2 -0.3718 -0.1326 0.8573
C3 -1.4727 -1.2013 0.7634
C4 -0.0053 0.5235 -0.4536
C5 0.5448 1.9346 -0.3670
C6 0.7618 -0.3701 -1.3618
C7 -0.6065 0.2359 -1.7849
H1 1.5993 -1.3300 0.8462
H2 1.6295 0.1563 1.7144
H3 0.7168 -1.2525 2.3509
H4 -0.7653 0.6537 1.5202
H5 -1.5607 -1.6871 1.7397
H6 -1.2376 -1.9747 0.0220
H7 -2.4750 -0.8160 0.5129
H8 1.0242 2.2279 -1.3117
H9 1.2973 2.0054 0.4254
H10 -0.2567 2.6559 -0.1633
H11 1.8351 -0.1397 -1.4600
H12 0.6629 -1.4239 -1.0778
H13 -0.8822 1.1199 -2.3741
H14 -1.3928 -0.5132 -1.8606

Its total charge is 0. The SMILES is CC(C)C1(C)CC1. The HOMO energy is -9.656 eV.

---

Most stable structure - z; separation to the second - 1.001 eV.

---

w:
# C7H14

One molecule with the formula C7H14 (ωB97M-V/def2-TZVPD, OMol25).

CARTESIAN COORDINATES (ANGSTROEM)
C1 2.0293 -0.7165 0.7707
C2 1.0336 -0.7167 -0.3892
C3 0.0323 0.4307 -0.3655
C4 0.6437 1.7957 -0.1100
C5 -1.1105 0.3730 -1.3457
C6 -1.3840 0.2352 0.1285
C7 -1.9325 -1.0572 0.6880
H1 2.6762 -1.5992 0.7255
H2 2.6783 0.1655 0.7406
H3 1.5180 -0.7215 1.7403
H4 1.5902 -0.6681 -1.3356
H5 0.5009 -1.6745 -0.4052
H6 1.4908 1.9810 -0.7827
H7 1.0064 1.8843 0.9209
H8 -0.0906 2.5930 -0.2708
H9 -1.4082 1.2863 -1.8556
H10 -1.2070 -0.5271 -1.9517
H11 -1.8084 1.1216 0.6009
H12 -1.7856 -1.1218 1.7720
H13 -1.4642 -1.9358 0.2328
H14 -3.0089 -1.1277 0.4916

Its total charge is 0. The SMILES is CC[C@@]1(C)C[C@H]1C. The HOMO energy is -9.628 eV.

---

x:
# C7H14

A 2-piece molecular cluster, C7H14 overall (ωB97M-V/def2-TZVPD, OMol25).

CARTESIAN COORDINATES (ANGSTROEM)
C1 -1.8600 -0.8793 0.8225
C2 -1.6916 0.2894 0.2138
C3 -1.2276 0.4519 -1.2108
C4 0.2582 0.7056 -1.0616
C5 1.1320 -0.2949 -1.0931
C6 0.6661 2.1156 -0.7228
H1 -2.0044 -0.9449 1.8971
H2 -1.8207 -1.8207 0.2769
H3 -1.7170 1.2024 0.8078
H4 -1.7256 1.2907 -1.7148
H5 -1.4217 -0.4563 -1.7925
H6 2.1747 -0.1448 -0.8261
H7 0.8294 -1.3139 -1.3240
H8 0.8745 2.6784 -1.6396
H9 1.5674 2.1332 -0.1031
H10 -0.1260 2.6521 -0.1878
C7 1.2202 -1.5372 1.5324
H11 2.0167 -1.8715 0.8616
H12 1.5293 -0.6077 2.0194
H13 1.0201 -2.3085 2.2754
H14 0.2938 -1.3396 0.9888

Its total charge is 0. The SMILES is C=CCC(=C)C.C. The HOMO energy is -9.029 eV.

---

y:
# C7H14

A 3-piece molecular cluster, C7H14 overall (ωB97M-V/def2-TZVPD, OMol25).

CARTESIAN COORDINATES (ANGSTROEM)
C1 -0.4535 1.5224 -1.4173
C2 -1.4099 0.6614 -1.1276
C3 -2.8002 0.4304 -0.7234
C4 -1.8505 -0.7326 -1.0148
H1 -0.6167 2.5953 -1.3584
H2 0.5307 1.1856 -1.7325
H3 -3.0840 0.6115 0.3117
H4 -3.5871 0.6369 -1.4461
H5 -2.0108 -1.3072 -1.9245
H6 -1.4973 -1.3192 -0.1693
H7 -1.0495 -0.6514 2.0191
H8 -1.7384 -0.4183 2.1788
C5 1.7039 -0.8751 1.9092
C6 1.8057 0.0058 0.9177
C7 2.6977 -0.1642 -0.2773
H9 2.2616 -1.8098 1.8977
H10 1.0709 -0.6936 2.7739
H11 1.2223 0.9263 0.9610
H12 3.5143 0.5680 -0.2582
H13 3.1389 -1.1652 -0.3058
H14 2.1516 -0.0069 -1.2137

Its total charge is 0. The SMILES is C=C1CC1.[H][H].C=CC. The HOMO energy is -9.560 eV.

---

z:
# C7H14

A 2-piece molecular cluster, C7H14 overall (ωB97M-V/def2-TZVPD, OMol25).

CARTESIAN COORDINATES (ANGSTROEM)
C1 -0.5478 -1.4989 -0.2485
C2 -1.4106 -0.5250 -0.5375
C3 -1.0241 0.7467 -1.2465
C4 -2.8864 -0.6814 -0.3029
H1 -0.8652 -2.3852 0.2973
H2 0.4913 -1.4583 -0.5629
H3 -1.4304 0.7544 -2.2650
H4 -1.4488 1.6185 -0.7293
H5 0.0586 0.8777 -1.3063
H6 -3.3358 0.1690 0.2245
H7 -3.3640 -0.7329 -1.2895
H8 -3.1204 -1.6033 0.2365
C5 3.0338 0.0970 -0.4299
C6 2.2503 0.0111 0.6411
C7 1.3038 1.0925 1.0589
H9 3.8509 -0.5941 -0.6113
H10 2.8992 0.9050 -1.1474
H11 2.3472 -0.8315 1.3273
H12 0.3021 0.7275 1.3104
H13 1.2223 1.8599 0.2829
H14 1.7340 1.5625 1.9494

Its total charge is 0. The SMILES is C=C(C)C.C=CC. The HOMO energy is -9.193 eV.

---

Most stable structure - w; separation to the second - 0.842 eV.

---

w:
# C7H14

C7H14 as an isolated structure (ωB97M-V/def2-TZVPD, OMol25).

CARTESIAN COORDINATES (ANGSTROEM)
C1 -5.1055 -2.8676 -1.6714
C2 -4.1986 -2.0780 -1.4117
C3 1.0186 0.6471 0.3743
C4 0.5857 -0.3761 -0.7501
C5 1.5876 2.0707 -0.2431
C6 2.2260 -0.0774 0.9209
C7 -0.1529 0.8516 1.3071
H1 -5.8165 -3.7138 -2.0356
H2 -3.4684 -1.3502 -0.8998
H3 -0.0829 -0.1039 -1.5905
H4 1.6343 -0.5844 -1.1812
H5 0.0972 -1.1825 -0.2775
H6 1.6321 2.8070 0.7314
H7 2.5835 1.8514 -0.7328
H8 0.7686 2.5433 -0.7540
H9 2.0739 0.1402 2.2439
H10 3.3338 0.6631 0.3971
H11 2.1813 -1.4487 0.6820
H12 0.0640 -0.1201 2.1975
H13 0.3026 1.7682 1.8884
H14 -1.2645 0.5601 0.8053

Its total charge is 0. The HOMO energy is -10.627 eV.

---

x:
# C7H14

One molecule with the formula C7H14 (ωB97M-V/def2-TZVPD, OMol25).

CARTESIAN COORDINATES (ANGSTROEM)
C1 -1.3327 1.3752 0.1554
C2 -1.4199 -0.1264 0.4968
C3 -1.5885 -0.8618 -0.8325
C4 0.0153 -0.7940 1.1705
C5 1.2396 0.0101 0.7345
C6 2.3336 -0.4120 -0.1718
C7 1.4405 0.6057 -0.7867
H1 -1.8996 1.6847 -0.7383
H2 -1.5993 2.0652 0.9713
H3 -0.2667 1.4715 -0.1651
H4 -2.1834 -0.3433 1.2455
H5 -2.2976 -0.4394 -1.5598
H6 -0.6053 -0.7680 -1.2878
H7 -1.8084 -1.9203 -0.6887
H8 -0.0762 -0.8293 2.2759
H9 0.1177 -1.8576 0.8695
H10 1.5460 0.7206 1.5120
H11 3.3397 -0.0936 0.0512
H12 2.2397 -1.4051 -0.5924
H13 0.9950 0.2902 -1.7462
H14 1.8104 1.6273 -0.9133

Its total charge is 0. The SMILES is CC(C)CC1CC1. The HOMO energy is -9.439 eV.

---

y:
# C7H14

One molecule with the formula C7H14 (ωB97M-V/def2-TZVPD, OMol25).

CARTESIAN COORDINATES (ANGSTROEM)
C1 1.0148 1.9086 2.0677
C2 0.2185 1.3157 0.9441
C3 -0.0363 0.0326 0.7285
C4 0.5511 -1.1003 1.5301
C5 -0.9417 -0.4081 -0.4260
C6 -0.1934 -0.2749 -1.7729
C7 -0.6801 -1.2444 -2.8425
H1 1.9760 1.4232 2.1656
H2 1.1354 2.9774 1.9902
H3 0.5661 1.6347 3.0286
H4 -0.3252 2.0081 0.2997
H5 0.9609 -1.8627 0.8638
H6 1.3835 -0.7798 2.1470
H7 -0.2314 -1.5347 2.1520
H8 -1.7579 0.3127 -0.4163
H9 -1.2458 -1.4386 -0.2669
H10 0.8765 -0.4192 -1.5978
H11 -0.2853 0.7651 -2.0981
H12 -0.3745 -2.2496 -2.5532
H13 -1.7669 -1.2403 -2.8697
H14 -0.2298 -1.0372 -3.8108

Its total charge is 0. The SMILES is C/C=C(\C)CCC. The HOMO energy is -8.716 eV.

---

z:
# C7H14

A 2-piece molecular cluster, C7H14 overall (ωB97M-V/def2-TZVPD, OMol25).

CARTESIAN COORDINATES (ANGSTROEM)
C1 2.0536 -0.6249 0.5341
C2 0.6428 -0.7252 0.0254
C3 0.4525 -1.1727 -1.3987
C4 -0.3885 -0.5052 0.8204
C5 -0.8898 -0.2816 2.1791
C6 -1.8403 -0.5817 1.0069
H1 2.0747 -0.1902 1.5388
H2 2.4984 -1.6285 0.5788
H3 2.6829 -0.0162 -0.1292
H4 1.0289 -0.5555 -2.1009
H5 0.8101 -2.2067 -1.5011
H6 -0.6023 -1.1425 -1.6912
H7 -0.7138 -1.0707 2.9106
H8 -0.9053 0.7254 2.5979
H9 -2.4735 0.2327 0.6494
H10 -2.2993 -1.5691 0.9548
C7 -0.4263 2.2907 -1.4109
H11 0.0721 3.2254 -1.1389
H12 -0.0244 1.9264 -2.3623
H13 -1.5031 2.4575 -1.5105
H14 -0.2379 1.5451 -0.6416

Its total charge is 0. The SMILES is CC(C)=C1CC1.C. The HOMO energy is -8.855 eV.

---

Most stable structure - y; separation to the second - 1.136 eV.

---

w:
# C3H3IN2O

A 2-piece molecular cluster, C3H3IN2O overall (ωB97M-V/def2-TZVPD, OMol25).

CARTESIAN COORDINATES (ANGSTROEM)
C1 0.5211 0.3517 1.0618
C2 -0.3941 -0.3796 0.3833
C3 1.3758 1.0470 0.0435
N1 -0.0444 -0.3433 -0.9476
N2 1.0050 0.3491 -1.2018
O1 2.3608 1.7229 0.1564
I1 -3.8141 -1.7345 -0.6716
H1 0.6690 0.6861 2.0671
H2 -1.3374 -0.6108 0.7527
H3 -0.3417 -1.0887 -1.6437

Its total charge is 0. The HOMO energy (spin up / spin down) is -9.705 / -8.599 eV.

---

x:
# C3H3IN2O

One molecule with the formula C3H3IN2O (ωB97M-V/def2-TZVPD, OMol25).

CARTESIAN COORDINATES (ANGSTROEM)
H1 -0.1454 0.1315 -2.4774
N1 -0.6438 -0.2496 -1.7509
C1 -0.1633 -0.1319 -0.5815
C2 -0.8252 -0.7226 0.5675
N2 -0.1157 -0.5542 1.5788
H2 -0.3364 -1.0364 2.4581
C3 1.1725 0.6440 -0.1763
O1 2.3099 0.3917 -0.3262
I1 0.5473 2.5486 0.4131
H3 -1.7999 -1.0211 0.2948

Its total charge is 0. The SMILES is [H]/N=C(/C=N/[H])C(=O)I. The HOMO energy is -9.628 eV.

---

Most stable structure - x; separation to the second - 1.258 eV.

---

w:
# C2H8NS

A 2-piece molecular cluster, C2H8NS overall (ωB97M-V/def2-TZVPD, OMol25).

CARTESIAN COORDINATES (ANGSTROEM)
S1 2.6216 0.2590 -1.7837
H1 3.3941 0.2284 -0.6692
C1 -0.5628 0.8187 -0.5106
C2 -0.2273 -0.1030 0.6603
N1 -1.3028 -1.0310 1.0335
H2 -1.5221 0.4852 -0.9610
H3 0.1954 0.7936 -1.2980
H4 -0.7889 1.8479 -0.2114
H5 0.0062 0.5337 1.5174
H6 0.7265 -0.5922 0.4071
H7 -0.9380 -1.7562 1.6376
H8 -1.6018 -1.4838 0.1779

Its total charge is -1. The HOMO energy is -2.567 eV.

---

x:
# C2H8NS

A 2-piece molecular cluster, C2H8NS overall (ωB97M-V/def2-TZVPD, OMol25).

CARTESIAN COORDINATES (ANGSTROEM)
N1 1.6190 0.5881 -3.0729
H1 1.3636 0.5066 -2.0787
H2 1.3621 1.5205 -3.2435
H3 0.8794 0.0496 -3.6966
C1 -1.2418 0.1501 1.9543
C2 -0.1928 -0.6622 1.2234
S1 0.7464 0.1695 0.0008
H4 -1.8871 0.6785 1.1917
H5 -0.5844 0.5001 2.6823
H6 -1.8180 -0.6633 2.4770
H7 -0.7152 -1.5632 0.6924
H8 0.4689 -1.2742 1.8699

Its total charge is -1. The HOMO energy is -2.274 eV.

---

Most stable structure - w; separation to the second - 0.893 eV.

---

w:
# C7H15N

A 2-piece molecular cluster, C7H15N overall (ωB97M-V/def2-TZVPD, OMol25).

CARTESIAN COORDINATES (ANGSTROEM)
C1 -1.1014 -3.4360 0.7174
C2 -0.4730 -2.6414 1.8272
C3 -1.4260 1.4608 -1.4155
N1 -0.1283 0.0038 0.7086
C4 0.5171 0.9967 -0.0591
C5 -0.1567 1.7959 -0.9725
C6 0.5716 2.9271 -1.6168
C7 1.9756 1.1024 0.3571
H1 -0.7909 -4.2608 1.4004
H2 -2.1518 -3.3042 0.4319
H3 -0.6391 -3.7708 -0.2314
H4 0.4620 -3.0768 2.1574
H5 -1.1321 -2.5377 2.6934
H6 -1.7652 1.9711 -2.2944
H7 -2.0094 0.6629 -0.9737
H8 -1.1035 -0.1911 0.5330
H9 0.3480 -0.9121 0.6573
H10 0.4683 3.8248 -0.9935
H11 -0.0449 3.0692 -2.5090
H12 1.6138 2.8177 -1.8862
H13 2.4855 1.7160 -0.3738
H14 2.4542 0.1322 0.5360
H15 2.0263 1.6500 1.3063

Its total charge is 0. The HOMO energy is -4.943 eV.

---

x:
# C7H15N

One molecule with the formula C7H15N (ωB97M-V/def2-TZVPD, OMol25).

CARTESIAN COORDINATES (ANGSTROEM)
C1 -2.3065 0.1370 1.4115
C2 -1.2041 0.8332 0.6152
C3 -0.1043 -0.1535 0.2124
C4 0.8754 -0.4638 1.4296
C5 -0.5274 -1.1301 -0.8009
C6 0.7809 0.1995 -0.9218
C7 1.9721 -0.5477 -1.4508
N1 0.8395 1.5495 -1.2618
H1 -3.1133 0.8384 1.6256
H2 -2.7176 -0.6943 0.8427
H3 -1.9393 -0.2431 2.3640
H4 -0.7833 1.6550 1.2046
H5 -1.6540 1.2596 -0.2853
H6 1.6260 -1.2029 1.1676
H7 1.3417 0.4503 1.8029
H8 0.2482 -0.9194 2.1956
H9 -0.9254 -1.1798 -1.8036
H10 -0.5752 -2.1496 -0.4382
H11 2.8891 0.0392 -1.3993
H12 1.7762 -0.7595 -2.5074
H13 2.1181 -1.4996 -0.9470
H14 0.1113 2.1577 -0.9232
H15 1.2719 1.8237 -2.1325

Its total charge is 0. The SMILES is CC[C@@]1(C)C[C@@]1(C)N. The HOMO energy is -6.526 eV.

---

Most stable structure - x; separation to the second - 3.350 eV.